A cluster of 8 separate species, C43H77N14O3 in total at a distorted geometry. Source: OMol25; level of theory: the ωB97M-V functional and the def2-TZVPD basis.

Summary:
Relative energy (zero: lowest compared OMol25 entry of this formula, charge and spin) ... 171.4 kcal per mole
E ... -2675.04493 hartree
Max |F| ... 0.1006 Eh/bohr
HOMO-LUMO gap ... 2.01 eV

Geometry as ORCA input:
```
! RIJCOSX wB97M-V def2-TZVPD def2/J DEFGRID3
* xyz 5 1
C 1.601 -1.148 -0.985
O 2.125 -0.078 -1.376
O 0.488 -1.071 -0.421
O 2.233 -2.208 -1.015
C 6.946 -5.070 8.029
C 5.461 -4.706 7.988
N 5.085 -4.232 6.671
C 4.896 -4.943 5.573
C 4.597 -4.136 4.458
N 4.555 -2.903 5.025
C 4.834 -2.983 6.379
C 4.090 -1.701 4.423
H 7.172 -6.104 7.766
H 7.300 -4.971 9.054
H 7.457 -4.481 7.267
H 5.292 -3.911 8.714
H 4.802 -5.551 8.187
H 5.132 -5.997 5.562
H 4.252 -4.200 3.437
H 4.827 -2.199 7.122
H 4.500 -1.653 3.414
H 4.387 -0.793 4.948
H 3.003 -1.685 4.499
C 0.196 8.411 4.334
C -0.151 8.705 2.914
N 0.400 7.693 1.981
C 0.025 6.399 1.800
C 0.919 5.655 1.151
N 1.793 6.629 0.626
C 1.531 7.852 1.196
C 2.953 6.307 -0.206
H -0.156 7.419 4.614
H 0.015 9.269 4.982
H 1.232 8.134 4.528
H 0.273 9.652 2.579
H -1.240 8.666 2.881
H -0.939 6.143 2.215
H 1.119 4.622 0.908
H 2.079 8.771 1.045
H 3.256 5.268 -0.079
H 3.738 7.047 -0.049
H 2.737 6.511 -1.255
C -5.665 -2.782 -3.345
C -4.261 -2.163 -3.738
N -3.979 -1.857 -5.137
C -4.843 -1.429 -6.125
C -4.263 -1.560 -7.372
N -3.062 -2.226 -7.223
C -2.867 -2.397 -5.827
C -1.957 -2.612 -8.145
H -5.690 -3.148 -2.319
H -6.160 -3.547 -3.943
H -6.347 -1.946 -3.502
H -3.406 -2.656 -3.275
H -4.258 -1.250 -3.142
H -5.766 -1.092 -5.677
H -4.564 -1.378 -8.393
H -2.013 -2.914 -5.414
H -1.011 -2.140 -7.879
H -2.257 -2.234 -9.123
H -1.823 -3.686 -8.274
C -4.805 6.361 -6.519
C -4.703 4.814 -6.654
N -3.523 4.311 -6.034
C -3.374 3.846 -4.741
C -2.063 3.363 -4.613
N -1.456 3.375 -5.900
C -2.342 3.913 -6.729
C -0.168 2.802 -6.164
H -4.967 6.713 -5.500
H -5.748 6.632 -6.992
H -4.132 6.833 -7.235
H -4.730 4.500 -7.697
H -5.576 4.398 -6.151
H -4.169 3.837 -4.010
H -1.555 2.804 -3.842
H -2.327 3.970 -7.808
H -0.175 1.720 -6.038
H 0.560 3.371 -5.585
H 0.089 2.854 -7.222
C 6.778 -2.791 -6.340
C 7.000 -1.536 -5.428
N 7.864 -1.878 -4.270
C 7.614 -1.434 -2.995
C 8.665 -1.908 -2.167
N 9.590 -2.472 -3.008
C 9.124 -2.475 -4.296
C 10.839 -2.983 -2.585
H 6.576 -3.664 -5.720
H 7.706 -2.949 -6.890
H 6.013 -2.740 -7.115
H 6.009 -1.302 -5.040
H 7.250 -0.643 -6.000
H 6.684 -0.906 -2.846
H 8.767 -1.905 -1.092
H 9.539 -2.878 -5.208
H 11.677 -2.288 -2.632
H 10.989 -3.906 -3.146
H 10.876 -3.158 -1.510
C -5.181 2.604 2.830
C -6.403 1.839 3.227
N -7.216 2.616 4.140
C -7.896 3.780 3.744
C -8.625 4.379 4.767
N -8.219 3.676 5.858
C -7.380 2.629 5.488
C -8.885 3.830 7.099
H -4.561 2.901 3.675
H -5.473 3.460 2.222
H -4.507 2.105 2.134
H -6.294 0.832 3.628
H -6.967 1.646 2.315
H -7.788 4.184 2.748
H -9.181 5.294 4.629
H -6.994 1.912 6.198
H -9.106 4.869 7.342
H -8.316 3.556 7.988
H -9.772 3.199 7.048
C -2.695 -4.673 5.172
C -1.187 -4.899 4.938
N -0.809 -5.826 3.858
C -0.280 -7.086 4.190
C 0.145 -7.672 3.016
N -0.127 -6.729 1.991
C -0.746 -5.593 2.508
C 0.196 -7.076 0.623
H -3.025 -3.643 5.039
H -2.981 -5.049 6.155
H -3.329 -5.399 4.662
H -0.749 -5.349 5.829
H -0.709 -3.920 4.907
H -0.394 -7.561 5.153
H 0.613 -8.597 2.713
H -0.964 -4.669 1.993
H -0.481 -7.869 0.306
H 1.212 -7.470 0.632
H 0.056 -6.249 -0.073
*
```